(1)
ORCA calculation (ωB97M-V/def2-TZVPD) on a molecular structure, C31H44AuBrCl3GeN2O2SSi3 at a distorted geometry.

Properties
2S+1: 2
Kohn-Sham gap (alpha / beta) (Ha): 0.30777 / 0.30025
LUMO (alpha / beta) (eV): 0.0 / -0.1

Last column: Löwdin spin population.
Element x y z (Å)
Au 0.50280 -1.11154 1.31427  0.03
C 1.73432 -4.98617 2.32516  0.00
Si 3.04285 -3.64276 2.37434  0.00
C 2.95828 -2.75510 4.01329  0.01
C 4.73697 -4.43120 2.18162  0.00
Ge 2.66944 -2.05200 0.60723  -0.01
Si 3.87946 -0.00796 0.83733  0.00
C 2.96433 1.28886 -0.16906  0.00
C 4.03313 0.58201 2.60123  0.00
C 5.60421 -0.24153 0.12977  0.00
Si 3.01428 -2.95411 -1.59266  0.00
C 2.85837 -1.68862 -2.96179  0.00
C 4.81623 -3.50623 -1.60412  0.00
C 1.99049 -4.47155 -1.95458  0.00
H 1.91172 -5.70064 3.13315  0.00
H 1.74145 -5.53683 1.38140  0.00
H 0.73467 -4.56351 2.46733  0.00
H 3.03249 -3.47391 4.83591  0.00
H 2.02640 -2.19487 4.10746  0.01
H 3.77485 -2.03955 4.11729  0.00
H 4.92543 -5.09988 3.02564  0.00
H 5.53503 -3.68555 2.15996  0.00
H 4.80692 -5.02499 1.26961  0.00
H 1.95655 1.42316 0.23488  0.00
H 2.87541 1.00259 -1.22122  0.00
H 3.48294 2.25036 -0.11632  0.00
H 3.05126 0.67259 3.07183  0.00
H 4.53373 1.55481 2.60179  0.00
H 4.64152 -0.09973 3.19894  0.00
H 5.60223 -0.48834 -0.93398  0.00
H 6.14614 -1.03004 0.65846  0.00
H 6.16511 0.68845 0.25749  0.00
H 3.57905 -0.87882 -2.81509  0.00
H 1.85817 -1.26207 -3.05196  0.00
H 3.10888 -2.18178 -3.90602  0.00
H 5.51100 -2.67360 -1.48136  0.00
H 5.02311 -3.96870 -2.57427  0.00
H 5.04110 -4.24296 -0.83415  0.00
H 0.92430 -4.27479 -1.92801  0.00
H 2.20890 -5.25693 -1.22617  0.00
H 2.24133 -4.85693 -2.94706  0.00
O 0.96736 -0.28579 3.11689  0.95
Br -3.30702 -3.54379 -3.60631  0.00
C -2.12462 -2.92589 -2.25805  0.00
C -1.99290 -3.64342 -1.08329  0.00
C -1.10037 -3.19701 -0.11623  0.00
C -0.38199 -2.01282 -0.28703  -0.01
C -0.53501 -1.31607 -1.48165  0.00
C -1.39356 -1.76874 -2.47448  0.00
H -2.56321 -4.54969 -0.93059  0.00
H -0.99630 -3.77146 0.79499  0.00
H 0.03429 -0.40672 -1.65505  0.00
H -1.50347 -1.22109 -3.40115  0.00
Cl -4.16847 -1.06744 -3.85643  0.00
C -3.89139 0.44110 -3.05109  0.00
C -3.41708 1.52825 -3.76685  0.00
C -3.18036 2.70986 -3.08854  0.00
C -3.38633 2.84650 -1.71548  0.00
C -2.90058 4.14623 -1.08690  0.00
C -1.42749 4.01791 -0.70116  0.00
N -1.18798 2.97925 0.27435  0.00
C -1.20609 3.08206 1.64686  0.00
C -1.00600 1.82475 2.12830  0.01
N -0.91585 0.94133 1.06668  0.01
C -1.00608 1.67428 -0.01445  0.00
O -3.59181 4.59330 0.04701  0.00
C -4.94740 4.93455 -0.21349  0.00
C -5.54903 5.45135 1.04962  0.00
C -5.30519 6.69264 1.55456  0.00
Cl -4.31572 7.90013 0.84263  0.00
S -6.10875 6.97923 3.03904  0.00
C -6.79910 5.41211 3.00608  0.00
C -6.41892 4.71417 1.90471  0.00
C -3.89157 1.73695 -1.03744  0.00
Cl -4.21680 1.74704 0.66568  0.00
C -4.14471 0.54017 -1.69701  0.00
H -3.23447 1.44499 -4.82873  0.00
H -2.80057 3.56320 -3.63980  0.00
H -2.94989 4.91667 -1.87213  0.00
H -1.06689 4.96940 -0.31184  0.00
H -0.85735 3.77384 -1.59838  0.00
H -1.36659 4.02739 2.13474  0.00
H -0.91146 1.49365 3.14533  0.00
H -0.99672 1.31120 -1.02939  0.00
H -5.50149 4.05651 -0.55944  0.00
H -4.98563 5.69667 -1.00221  0.00
H -7.44517 5.09155 3.80667  0.00
H -6.73245 3.70129 1.69545  0.00
H -4.51674 -0.30928 -1.14260  0.00

Forces on atoms 1 to 2 (eV/Å):
Au -0.42 0.23 0.09
C -0.08 0.02 -0.04


(2)
ORCA calculation (ωB97M-V/def2-TZVPD) on 14 unconnected molecules or ions with the total composition C6H39NO13 at a distorted geometry.

Properties
2S+1: 1
Kohn-Sham gap (Ha): 0.29748
LUMO (eV): 0.0

Last column: natural (NBO) charge in e.
Element x y z (Å)
C 1.93654 0.80326 -2.28344  -0.62
C 1.65547 0.06260 -0.97889  -0.42
C 0.17097 0.04913 -0.61021  -0.33
C -0.18556 0.06080 0.68201  0.07
N -1.51267 -0.18082 1.13195  -0.67
C -1.80034 -0.20733 2.58404  -0.22
C -0.95575 -1.17915 3.40737  -0.62
H 1.55693 1.80584 -2.21391  0.20
H 1.70091 0.15011 -3.14176  0.20
H 2.99239 1.01268 -2.43817  0.22
H 1.88898 -0.97443 -1.07007  0.19
H 2.30907 0.39611 -0.22644  0.22
H -0.46562 -0.06914 -1.45400  0.19
H 0.59056 0.18077 1.38706  0.17
H -1.93085 -0.69746 0.50138  0.38
H -2.83739 -0.46002 2.72717  0.20
H -1.64974 0.79520 2.99189  0.20
H -1.13572 -2.18731 3.04668  0.21
H 0.12183 -1.06364 3.35834  0.21
H -1.29814 -1.16060 4.44252  0.22
H -1.02350 -3.04568 -2.63020  0.48
H -1.53422 -1.88645 -1.73143  0.51
O -0.71952 -2.44071 -1.95725  -1.00
H -2.13543 -3.20699 0.58893  0.47
H -3.44465 -2.77723 0.95896  0.46
O -2.97455 -3.54275 0.85473  -0.92
H -0.96464 3.52936 -2.64386  0.48
H 0.47523 3.41625 -3.09677  0.45
O -0.15205 3.98848 -2.93713  -0.96
H 1.19586 -3.80420 -0.21451  0.48
H 0.74294 -2.36104 -0.76545  0.53
O 1.41182 -2.86815 -0.15763  -1.02
H 4.68707 0.54092 2.30170  0.48
H 3.42020 -0.43993 2.48473  0.50
O 3.77885 0.46292 2.75468  -1.00
H 1.27769 3.37724 0.84289  0.47
H 0.90173 3.57835 -0.59639  0.47
O 1.63529 3.62710 -0.01552  -0.95
H -2.44692 1.21550 -2.86198  0.51
H -1.72243 0.01658 -3.18802  0.46
O -2.49531 0.24485 -2.85642  -0.96
H -2.89582 3.58590 -2.23954  0.50
H -2.09920 2.85268 -0.99791  0.54
O -2.40497 2.80739 -1.94944  -1.00
H 3.36912 -2.62821 -0.67870  0.48
H 3.83817 -1.77172 -1.70560  0.47
O 4.16564 -2.24888 -0.95185  -0.95
H -3.99210 -2.00795 -1.44614  0.49
H -3.33127 -0.60610 -1.60674  0.51
O -3.29503 -1.38423 -1.10319  -1.00
H 4.14863 -2.47809 1.23183  0.49
H 2.75941 -2.30298 1.74458  0.49
O 3.75624 -2.17618 2.02730  -0.95
H 0.37075 3.02295 3.18719  0.51
H 1.24233 1.86169 2.32786  0.51
O 0.41429 2.31686 2.44717  -1.00
H -1.59451 2.51932 1.09049  0.51
H -2.93246 1.47777 0.93957  0.51
O -2.58455 2.39880 0.70552  -1.00

Forces on atoms 1 to 2 (eV/Å):
C 1.02 -0.85 0.03
C -1.42 -0.06 -1.08


For reference, relative energy (zero: lowest compared OMol25 entry of this formula, charge and spin) by record: 152.98 504.92 kJ/mol.